# C30H88BN6O6

7 unconnected molecules or ions with the total composition C30H88BN6O6 (wB97M-V/def2-TZVPD, the Open Molecules 2025 dataset).

```
131
Properties=species:S:1:pos:R:3:lowdin_charge:R:1
B -0.74267 0.32323 1.22464 -0.38
H -1.02429 1.03833 0.46730 -0.04
H -1.67509 -0.03299 1.63444 -0.01
H -0.19596 -0.47911 0.75389 -0.01
H -0.06156 0.79782 1.91391 0.01
C 0.22670 -1.90029 -2.76618 0.01
N 0.43708 -3.30336 -3.35594 -0.31
C 1.90943 -3.84463 -3.19971 0.07
C -0.51168 -4.19299 -2.57534 0.01
C 0.01808 -3.32056 -4.84940 -0.08
C -0.29200 -4.62500 -5.50205 -0.23
O 0.55148 -5.75086 -5.29120 -0.04
H -0.80001 -1.58984 -2.96010 0.10
H 0.87735 -1.24178 -3.34161 0.09
H 0.37887 -1.88744 -1.68694 0.10
H 2.44363 -3.10280 -3.79336 0.10
H 1.99573 -4.75724 -3.78945 0.10
H 2.25411 -3.83021 -2.16574 0.10
H -1.54720 -3.87791 -2.70383 0.11
H -0.26533 -4.10572 -1.51714 0.10
H -0.42696 -5.21496 -2.94481 0.11
H 0.78693 -2.77181 -5.39332 0.14
H -0.87090 -2.68987 -4.85594 0.14
H -0.41907 -4.48809 -6.57592 0.15
H -1.30877 -4.93658 -5.26291 0.13
H 0.31531 -6.40236 -5.95556 0.12
C 0.55029 -4.45064 5.26178 0.05
N -0.69684 -4.85434 4.40110 -0.32
C -0.92529 -6.40103 4.42961 0.05
C -1.91469 -4.12556 4.95854 0.02
C -0.45487 -4.43046 2.93893 -0.11
C -0.09678 -2.96958 2.69933 -0.23
O -1.33321 -2.25678 2.64597 -0.07
H 1.29936 -5.06401 4.76101 0.10
H 0.48001 -4.83694 6.27860 0.12
H 0.68032 -3.36933 5.30612 0.10
H -1.72458 -6.63688 3.72704 0.11
H -1.11265 -6.78553 5.43218 0.12
H 0.00828 -6.82386 4.05845 0.10
H -2.12085 -4.59132 5.92222 0.12
H -2.61129 -4.38287 4.16064 0.11
H -1.88689 -3.04081 5.06173 0.11
H -1.26518 -4.77639 2.29719 0.14
H 0.35350 -5.04029 2.53550 0.13
H 0.55763 -2.85104 1.83573 0.11
H 0.60784 -2.50804 3.39114 0.11
H -1.22900 -1.47224 2.10260 -0.01
C 1.98754 4.04185 -2.41711 0.03
N 2.27673 2.66004 -3.05141 -0.32
C 2.63385 2.91810 -4.57400 0.07
C 3.48107 1.98561 -2.40794 0.02
C 0.99537 1.80549 -2.90955 -0.08
C 0.45891 1.53803 -1.50507 -0.23
O 1.21371 0.49835 -0.88463 -0.11
H 1.09458 4.48911 -2.85377 0.11
H 2.86136 4.65842 -2.62778 0.12
H 1.80858 3.90202 -1.35103 0.09
H 2.67172 1.89187 -4.93942 0.10
H 3.66617 3.23944 -4.71247 0.12
H 1.86242 3.57379 -4.97780 0.12
H 3.59485 0.98960 -2.83588 0.11
H 3.30690 1.98804 -1.33195 0.09
H 4.31350 2.64188 -2.66186 0.11
H 1.19373 0.84059 -3.37617 0.11
H 0.22375 2.33135 -3.47185 0.14
H -0.57969 1.21190 -1.44980 0.09
H 0.46932 2.42775 -0.87547 0.10
H 0.67110 0.21913 -0.14355 -0.03
C -0.97507 6.55246 0.42332 0.03
N -2.10383 5.87162 1.30787 -0.30
C -2.99762 7.00134 1.91052 0.06
C -2.98181 4.99291 0.35651 0.03
C -1.42348 4.99543 2.48982 -0.03
C -0.88724 3.66160 2.09232 -0.27
O -1.96086 2.79133 2.15529 -0.08
H -0.26394 7.11205 1.03098 0.11
H -1.51105 7.25012 -0.22018 0.11
H -0.36197 5.87450 -0.17047 0.08
H -3.71177 6.50458 2.56727 0.12
H -3.36508 7.54698 1.04141 0.11
H -2.23708 7.66242 2.32603 0.11
H -2.24503 4.24268 0.06943 0.07
H -3.24926 5.74881 -0.38186 0.11
H -3.80432 4.57772 0.93891 0.10
H -2.11862 4.93014 3.32684 0.15
H -0.61311 5.66817 2.77060 0.13
H -0.14106 3.23365 2.76179 0.14
H -0.42279 3.57579 1.10996 0.11
H -1.61889 2.01993 1.69747 -0.01
C 6.31760 -2.41201 1.92260 0.04
N 5.50849 -1.15151 1.47721 -0.31
C 6.43143 0.05434 1.92180 0.05
C 5.29697 -1.01601 -0.05548 0.04
C 4.18261 -1.11753 2.26796 -0.08
C 3.27593 0.09479 2.07804 -0.25
O 3.85420 1.23187 2.62874 -0.03
H 7.11109 -2.57463 1.19319 0.11
H 5.63159 -3.24921 1.79383 0.10
H 6.71434 -2.26463 2.92708 0.12
H 6.58109 0.05540 3.00147 0.12
H 5.94664 0.96044 1.55838 0.09
H 7.34401 -0.13465 1.35647 0.11
H 4.68661 -1.89383 -0.26758 0.10
H 6.23027 -1.13950 -0.60483 0.11
H 4.88440 -0.03175 -0.27709 0.08
H 4.35587 -1.40042 3.30625 0.15
H 3.64014 -1.93101 1.78620 0.12
H 2.27960 -0.17300 2.42979 0.12
H 3.04398 0.28932 1.03092 0.09
H 3.36526 2.03557 2.43741 0.11
C -5.88525 1.95245 -1.10158 0.01
N -4.92687 1.04647 -0.39976 -0.33
C -4.76462 1.49820 1.03585 0.02
C -5.57432 -0.39015 -0.45520 0.07
C -3.46935 0.94478 -0.91132 -0.09
C -3.33507 0.75095 -2.47642 -0.18
O -3.97569 1.78900 -3.22839 -0.04
H -5.33862 2.88898 -1.21209 0.10
H -6.77075 2.10637 -0.48490 0.12
H -6.25862 1.54227 -2.03991 0.12
H -5.70493 1.47774 1.58677 0.13
H -4.25742 2.46060 0.96775 0.07
H -4.07342 0.80377 1.51346 0.10
H -6.53927 -0.25528 0.03344 0.12
H -4.98459 -1.02628 0.20485 0.11
H -5.66565 -0.65275 -1.50915 0.11
H -3.01089 0.15720 -0.31330 0.11
H -2.96655 1.84027 -0.54610 0.10
H -3.70406 -0.26079 -2.64471 0.12
H -2.30584 0.62241 -2.81149 0.09
H -3.60061 2.65990 -3.07854 0.10
```

Total charge: +5
Calculated total energy (Ha): -1998.5364
Strongest force on any atom (eV/Å): 4.27
Relative energy (zero: lowest compared OMol25 entry of this formula, charge and spin) (kcal per mole): 0.0
Multiplicity: 1
LUMO level (eV): -10.1745
HOMO-LUMO gap (eV): 10.10